Entry 1:
105
Properties=species:S:1:pos:R:3:forces:R:3:lowdin_spin:R:1 method="wB97M-V/def2-TZVPD" lumo_energy_ev="-7.856 / -10.944" multiplicity=4 charge=+3 homo_lumo_gap_ha="0.21241 / 0.11206"
H -2.5904 -0.6594 3.4908 0.0017 0.0803 0.0335 0.00
C 1.3394 -3.4890 -5.6000 0.0370 0.2234 0.1380 0.00
C -0.0566 0.6969 3.9942 0.8841 0.2527 0.1220 0.04
H -2.4393 -2.7280 0.2238 0.0510 0.0467 0.0348 0.00
C -2.0280 3.6611 0.4039 0.2393 -0.1293 -0.0096 0.00
N -0.5213 0.1141 -0.9534 0.6852 -0.0252 -0.5008 0.03
C 2.6007 -4.2726 0.4103 0.0805 -0.0132 -0.0622 -0.01
H -1.5540 4.0901 -2.1553 0.0063 -0.0048 -0.0031 0.00
C 0.8185 -2.7048 0.6970 0.5079 0.1098 0.0975 -0.01
H -1.3842 4.5241 0.1904 -0.0127 0.0149 0.0016 0.00
C 2.3088 1.3455 4.5474 0.1018 0.0984 0.2313 0.00
H 4.4242 3.6842 -3.8984 0.0324 -0.0233 0.0499 0.00
C 5.3084 1.1822 -5.9111 0.4618 -0.6304 -0.3126 0.28
C -6.4934 -1.6579 3.7385 0.0442 0.1309 -0.1227 0.00
C -6.6917 -3.3097 1.9868 0.2106 0.0496 0.0146 0.00
S -3.1653 -0.0258 0.8251 -0.2159 0.5325 -0.2898 0.04
H -8.1433 -4.8455 2.3044 -0.0138 0.0102 -0.0086 0.00
H 0.9222 3.6700 1.9274 -0.0453 0.0039 -0.0090 0.00
O -0.5096 -2.3026 0.6970 -0.2874 0.9461 0.2628 0.02
H -2.3302 -0.8744 -1.5761 0.0375 -0.0427 0.0188 0.00
C 4.9286 2.8633 -4.3885 -0.4418 -0.0059 -0.4646 0.08
C 2.2664 -1.7746 -4.2205 -0.0893 -0.0469 -0.1860 0.00
H 3.7472 -1.3779 1.7443 0.0128 -0.0501 0.0913 0.00
C 1.2544 -3.9558 0.2967 -0.1863 -0.0490 -0.1048 0.00
N 0.0625 0.8185 -2.9601 0.3254 -0.4079 0.0702 0.01
H 0.2207 -0.4466 -6.5402 0.0275 -0.0067 -0.0451 0.00
H -2.2200 2.5035 -2.6364 -0.0496 0.0282 -0.0005 0.00
C 2.7558 2.5684 6.6024 0.0033 0.0271 0.0057 0.00
N -5.1284 -1.4958 1.6964 -0.1265 0.0137 -0.2062 0.00
H 4.0352 0.9406 3.3381 0.0152 -0.0096 0.0008 0.00
O -0.4539 2.1654 1.6015 -0.3008 -0.9585 -0.6350 0.01
C 1.8455 1.9291 5.7457 0.2207 -0.1007 -0.2089 0.01
H 2.9409 -5.2501 0.0956 -0.0346 -0.0015 0.0270 0.00
C 1.7226 -1.7776 1.2157 0.1398 -0.2666 -0.1358 0.01
C 0.7511 -1.1948 -5.9635 -0.0262 0.0148 0.0429 0.00
H 2.7330 -3.8562 -4.0048 -0.0414 -0.0092 0.0188 0.00
O -1.9336 2.7180 -0.6403 -0.0004 0.0154 -0.0401 0.00
H -7.8442 -1.8867 5.3802 0.0340 -0.0116 0.0199 0.00
N 1.1620 -0.5759 1.7262 -0.1411 0.9906 0.3797 -0.02
H -3.2683 3.7266 -1.8789 -0.0168 -0.0423 -0.0224 0.00
H -1.4873 1.1725 5.5234 0.0039 -0.0152 -0.0011 0.00
H 2.3927 3.0280 7.5130 -0.0144 -0.0103 0.0046 0.00
C 0.7468 1.4619 -4.0812 0.3054 0.0622 -0.1327 0.00
C 0.6031 -2.5313 -6.2879 -0.0494 -0.0441 -0.0777 0.00
H -1.5820 -0.0248 -4.0566 0.0406 -0.0314 -0.0147 0.00
C 0.7205 2.8748 1.2078 0.2064 0.0314 -0.0739 0.00
H -3.9649 -1.6379 3.9551 -0.0263 0.0176 -0.0378 0.00
H -3.0546 4.0301 0.5031 0.0085 0.0554 0.0870 0.00
H 0.6110 3.2921 0.2054 -0.0883 0.0200 0.0158 0.00
C 1.6017 -0.7904 -4.9387 0.1943 0.0696 -0.0208 0.00
H 4.5542 -3.6128 1.0038 -0.0106 -0.0067 0.0174 0.00
Cl 5.0634 0.1430 -7.1879 0.0570 0.2849 0.3428 0.19
O -0.9408 0.1466 3.2374 -0.1426 -0.4990 -1.0733 0.09
H -8.8849 -3.9360 4.4818 -0.0029 0.0042 0.0027 0.00
C 4.5571 1.9967 5.1241 -0.0746 0.0113 -0.0681 0.00
C 3.0676 -2.1105 1.3345 -0.1035 0.1359 -0.1790 -0.01
H 5.6162 2.0019 4.9041 -0.0058 0.0216 -0.0344 0.00
C 4.0946 2.6084 6.2916 -0.0157 0.0373 0.0807 0.01
H 0.1299 2.2432 7.0155 -0.0367 0.0188 -0.0125 0.00
H 2.7823 0.7195 -4.0494 -0.0191 0.1252 -0.1034 0.00
H -2.4200 2.3169 2.0425 0.0622 -0.0273 0.0010 0.00
H 6.8253 2.8307 -3.2469 0.0140 0.0042 0.0002 0.01
H -1.4664 3.7480 2.4731 0.0766 -0.0372 0.0084 0.00
C -6.0949 -2.1669 2.5088 -0.1783 -0.1933 0.2257 0.00
S 6.7907 1.1521 -5.0022 -0.1996 0.1259 -0.0077 0.00
C -2.2635 3.2965 -1.8935 -0.0146 0.0388 0.0612 0.00
N -3.4976 -1.0560 3.2736 -0.0820 -0.2197 0.0405 0.01
C -1.4476 -0.3364 -1.8694 -0.1453 0.0224 -0.2054 0.01
C 2.1593 -3.1149 -4.5435 0.0311 -0.1617 0.0036 0.00
C 3.6757 1.3931 4.2516 0.0045 -0.0174 0.0131 0.01
C -0.4416 1.2309 5.2496 -0.2615 0.0190 0.1313 0.00
C -1.4699 -3.2112 0.1421 -0.3353 -0.1780 -0.0444 0.00
C -8.0976 -3.4426 3.9291 0.0155 -0.0123 -0.0161 0.00
C 3.5074 -3.3553 0.9207 -0.0391 0.0523 -0.0541 0.00
H -1.2448 -3.4116 -0.9065 0.0744 0.0466 0.0405 0.00
Cl 3.3059 -1.3238 -2.9033 0.2254 -0.1630 0.3247 0.00
H 1.2630 1.2662 -1.2358 0.0263 -0.0339 -0.0338 0.00
C 1.3535 0.7084 3.6608 -0.9341 0.1125 -0.3646 0.06
C 0.4607 1.8281 6.0709 -0.0684 -0.0315 -0.0557 0.02
H 4.7902 3.1109 6.9493 0.0002 -0.0408 0.0305 0.00
H 3.1491 2.5450 -7.1380 -0.0102 0.1497 0.0197 0.00
H -6.0579 -0.7439 4.1237 -0.0626 0.0202 -0.0116 0.00
Cl 1.2643 -5.1397 -6.0641 -0.0673 -0.0502 0.0203 0.00
H 1.5473 2.1678 1.2179 -0.0275 -0.0151 0.0623 0.00
C 3.0373 2.3683 -6.0673 -0.2849 -0.2087 0.0046 0.01
C 4.3974 2.1621 -5.4569 -0.3744 0.4299 0.4639 0.12
H -0.0539 -2.8337 -7.0915 0.0269 -0.0046 -0.0172 0.00
C -7.5047 -2.2974 4.4393 -0.0155 -0.0705 0.0647 0.00
C -1.0930 0.0912 -3.1052 -0.1850 -0.0415 0.0543 0.00
C 0.4029 0.7725 -1.6558 -0.4300 0.2321 0.0317 0.03
H 0.0040 1.6150 -4.8628 -0.0575 0.0918 0.0484 0.00
H -6.3654 -3.6977 1.0290 -0.0355 0.0051 -0.0081 0.00
H 1.1123 2.4350 -3.7507 -0.1330 0.0465 -0.0019 0.00
H 2.5500 3.2396 -5.6213 0.1142 0.0350 0.0168 0.00
H -1.4769 -4.1419 0.7086 0.0473 0.0549 0.0326 0.00
C 6.2067 2.4311 -4.0387 0.4412 -0.2776 -0.0696 0.31
C 1.9176 0.6633 -4.7159 -0.3878 -0.0063 0.4070 0.00
H 0.5662 -4.6978 -0.0828 0.0101 0.0335 -0.0039 0.00
N 1.8401 -0.0485 2.6887 0.9016 -0.6791 0.1299 -0.01
C -3.9774 -0.9425 2.0474 0.2546 -0.1753 0.1394 0.01
C -7.6861 -3.9508 2.7039 -0.0509 0.0189 0.0516 0.00
C -1.6336 2.9869 1.7063 -0.3542 0.2265 0.1325 0.00
H -5.3633 -1.4236 0.7177 0.0282 0.1063 -0.0173 0.00
Re -0.7084 -0.0491 1.1398 -0.1287 -0.3919 1.4078 1.61
O 2.2184 1.2107 -5.9937 0.1530 0.1223 -0.0717 0.01

---

Entry 2:
13
Properties=species:S:1:pos:R:3:forces:R:3:nbo_charge:R:1 method="wB97M-V/def2-TZVPD" lumo_energy_ev=4.211 charge=-1 homo_lumo_gap_ha=0.25566 e_above_lowest_ev=0.4586
H -1.4495 1.0843 0.5899 -0.1794 -0.0140 -0.3762 0.35
H 3.1730 2.2624 -0.6796 -0.2414 -0.6315 0.1388 0.45
O 3.1474 1.3555 -0.3299 0.1122 0.4650 0.2267 -1.03
C 0.1462 -0.7346 -0.1022 1.3271 0.6161 -0.3470 -0.52
C -1.3282 -0.9104 0.1721 -0.1679 0.1916 -0.2241 -0.24
H -2.5855 0.1789 1.2766 -0.1100 0.3665 -0.3524 0.32
H -1.7246 -1.3715 -0.7427 -0.1971 -0.4387 0.5250 0.18
H 0.6583 -0.2486 0.7423 -0.3000 -0.0577 0.1192 0.17
N -2.1291 0.3489 0.3756 0.7439 -0.4648 0.9725 -0.83
H 0.6626 -1.7122 -0.1980 -0.6152 0.2438 0.0428 0.19
S 0.5986 0.2738 -1.6061 -0.6660 -0.4342 0.4748 -0.69
H 2.2475 0.9915 -0.6025 0.4840 0.2890 -0.3720 0.49
H -1.4168 -1.5180 1.1046 -0.1900 -0.1312 -0.8281 0.15